1.
{
  "formula": "C6H10N",
  "method": "ωB97M-V/def2-TZVPD",
  "e_above_lowest_ev": 5.891,
  "fmax_ha_per_bohr": 0.059,
  "gap_ev": [9.96, 5.27],
  "energy_ha": -288.8665,
  "total_charge": 1,
  "symbols": ["C", "C", "C", "C", "C", "C", "N", "H", "H", "H", "H", "H", "H", "H", "H", "H", "H"],
  "coordinates": [[-0.835236, -1.873262, -0.628237], [1.339896, 1.056337, -0.864937], [1.988139, -0.487185, 0.512140], [1.372767, 0.865310, 0.558236], [0.871064, -0.312447, -0.428765], [-2.646142, 0.879413, 0.604367], [-0.423918, -0.726831, -0.417409], [-1.911617, -2.006861, -0.608224], [-0.186435, -2.595545, -1.014150], [0.717303, 1.602373, -1.560934], [2.354501, 1.152249, -1.212447], [3.004644, -0.702793, 0.187113], [1.727480, -0.911801, 1.470592], [0.654562, 1.131227, 1.323337], [-1.814357, 1.501007, 0.790661], [-3.008006, 0.393250, 1.547919], [-3.204651, 1.035556, -0.259261]],
  "atomic_forces_ev_per_a": [[-2.150, -0.291, -0.660], [-0.478, 0.713, -2.364], [-0.404, -0.469, 2.951], [-0.451, -0.062, 0.481], [0.611, 0.588, -0.804], [0.464, -0.978, 2.625], [1.448, 2.105, 0.721], [0.075, -0.472, 0.369], [0.853, -1.436, -0.447], [-0.614, 0.591, 0.821], [0.447, -0.682, -0.568], [-0.184, 0.298, -0.379], [0.301, -1.010, 0.042], [0.233, 0.256, -0.033], [0.787, 0.682, -0.126], [0.040, 0.226, -1.434], [-0.978, -0.058, -1.196]]
}

2.
{
  "formula": "C4H14N2",
  "method": "ωB97M-V/def2-TZVPD",
  "e_above_lowest_ev": 1.459,
  "fmax_ha_per_bohr": 0.076,
  "gap_ev": 9.73,
  "energy_ha": -270.2420,
  "total_charge": 0,
  "symbols": ["C", "C", "N", "H", "H", "H", "H", "H", "H", "H", "C", "N", "C", "H", "H", "H", "H", "H", "H", "H"],
  "coordinates": [[1.095818, 1.468976, -1.631089], [0.462519, 0.571004, -2.677393], [0.936604, 0.592326, -4.074141], [1.071510, 1.086792, -0.571615], [2.093718, 1.750831, -1.815724], [0.519347, 2.429572, -1.615052], [0.656981, -0.459533, -2.294446], [-0.678554, 0.766462, -2.698425], [0.636085, 1.477803, -4.472683], [1.872558, 0.653569, -4.231561], [-0.722130, -1.941692, 1.785732], [-0.431157, -1.353124, 3.119644], [-1.263074, -0.165312, 3.366116], [-1.786658, -1.830718, 1.540719], [-0.106393, -1.462544, 1.054395], [-0.432004, -3.046545, 1.878616], [0.592197, -1.020066, 3.085814], [-0.671003, 0.470514, 3.972270], [-2.256698, -0.397465, 3.887233], [-1.589665, 0.409156, 2.391599]],
  "atomic_forces_ev_per_a": [[-1.763, 1.510, 1.135], [-0.640, -1.598, 0.353], [-3.730, 1.157, 0.430], [-0.209, 0.030, -1.141], [1.391, 0.067, -0.484], [0.551, -0.519, 0.152], [-0.600, 0.436, -0.511], [1.877, -0.587, -0.003], [-0.426, -0.110, -0.192], [3.545, -0.391, 0.274], [0.425, -1.759, 1.673], [1.133, 1.044, -0.710], [-1.729, -0.108, -1.455], [0.358, -0.175, 0.088], [0.175, 0.200, -0.895], [-0.591, 1.428, -0.601], [-2.194, -0.741, 0.180], [0.134, 0.960, 0.711], [1.477, 0.036, -0.562], [0.816, -0.878, 1.558]]
}

3.
{
  "formula": "C2H8N2OS2",
  "method": "ωB97M-V/def2-TZVPD",
  "e_above_lowest_ev": 3.119,
  "fmax_ha_per_bohr": 0.093,
  "gap_ev": 8.61,
  "energy_ha": -1062.0479,
  "total_charge": 0,
  "symbols": ["C", "C", "N", "N", "O", "S", "S", "H", "H", "H", "H", "H", "H", "H", "H"],
  "coordinates": [[1.229982, 2.373565, 0.641586], [-0.042855, 0.766864, -0.401825], [-1.209539, -2.661741, -0.786521], [0.944710, 1.102948, 0.283418], [1.436931, -1.895826, 0.123093], [3.809496, -0.469805, 0.113296], [2.095824, -0.816517, 0.856001], [0.724700, 3.100890, -0.043526], [0.910303, 2.717992, 1.593490], [2.359308, 2.541895, 0.658164], [-0.092185, -0.335939, -0.625599], [-0.687990, 1.629464, -0.816814], [-0.558780, -2.771225, -1.596602], [-2.046389, -3.024923, -1.104862], [-0.850404, -3.000712, 0.070656]],
  "atomic_forces_ev_per_a": [[2.239, 4.153, -0.674], [-0.512, 0.282, -1.256], [2.061, 1.685, -2.033], [-0.602, -3.205, 0.072], [-0.693, 0.375, 0.058], [0.021, 0.409, 0.192], [1.200, -0.673, 0.239], [0.629, -0.261, 0.147], [-0.471, -0.448, 1.286], [-1.380, -0.131, -0.320], [-0.830, 1.176, -0.079], [0.453, -1.731, 0.391], [-0.369, 0.070, 1.539], [-2.047, -1.081, -0.028], [0.302, -0.619, 0.464]]
}

4.
{
  "formula": "C5H15O3S",
  "method": "ωB97M-V/def2-TZVPD",
  "fmax_ha_per_bohr": 0.039,
  "gap_ev": 8.19,
  "energy_ha": -823.4425,
  "total_charge": -1,
  "symbols": ["C", "O", "C", "C", "C", "S", "C", "H", "H", "H", "H", "H", "H", "H", "H", "H", "H", "H", "H", "H", "O", "H", "H", "O"],
  "coordinates": [[1.105160, 1.794024, 1.173774], [1.655545, 0.560622, 1.470383], [0.183925, 1.795246, -0.085488], [0.774136, 0.924324, -1.200100], [-0.284212, -0.027885, -1.774387], [0.422265, -1.536648, -2.546229], [0.340433, -2.599668, -1.131653], [1.919060, 2.498878, 0.942159], [0.534733, 2.257716, 1.999883], [0.122303, 2.834660, -0.403282], [-0.811572, 1.467010, 0.260518], [1.155206, 1.600950, -1.983696], [1.585235, 0.334120, -0.780037], [-0.953518, 0.442988, -2.463490], [-0.847227, -0.425510, -0.938812], [0.659764, -3.625218, -1.392292], [-0.629409, -2.687936, -0.629615], [1.029643, -2.313212, -0.320861], [-3.219631, -0.784592, 1.435738], [-1.805250, -0.227399, 1.456111], [-2.800005, 0.083182, 1.417037], [-0.585810, -1.399590, 2.324974], [0.867643, -0.125162, 1.617888], [-0.418414, -0.840896, 1.551474]],
  "atomic_forces_ev_per_a": [[-0.143, 0.599, -0.733], [-0.084, -0.504, 0.512], [0.126, -0.145, 1.034], [-0.661, 0.353, -0.337], [1.049, -0.574, 0.591], [-0.357, 0.437, -0.456], [0.688, -1.262, 1.414], [0.180, -0.139, 0.186], [0.064, -0.262, 0.022], [-0.291, 0.175, -0.091], [0.310, -0.007, -0.486], [0.127, -0.463, 0.077], [0.081, 0.011, -0.073], [-0.378, 0.291, -0.485], [-0.319, 0.065, 0.147], [-0.180, 0.410, -0.328], [-0.044, 0.308, -0.458], [-0.210, 0.306, -0.361], [-0.225, 0.198, -0.063], [-0.246, 0.349, -0.002], [0.306, -0.451, 0.016], [0.215, 0.185, -0.237], [0.140, 0.621, -0.263], [-0.148, -0.498, 0.375]]
}

5.
{
  "formula": "C3H6N2O",
  "method": "ωB97M-V/def2-TZVPD",
  "e_above_lowest_ev": 1.424,
  "fmax_ha_per_bohr": 0.021,
  "gap_ev": 11.05,
  "energy_ha": -302.6408,
  "total_charge": 0,
  "symbols": ["N", "C", "C", "O", "C", "N", "H", "H", "H", "H", "H", "H"],
  "coordinates": [[-2.027054, -0.739060, -1.290635], [-0.980714, -0.976862, -0.858309], [0.320258, -0.966592, -0.135647], [0.174925, -1.509147, 1.146375], [0.748421, 0.507208, -0.100914], [-0.341632, 1.294912, 0.467964], [1.059711, -1.573104, -0.666486], [-0.313207, -0.847610, 1.662502], [1.067239, 0.812735, -1.109902], [1.618282, 0.563200, 0.563327], [-0.129582, 2.283708, 0.393043], [-1.196647, 1.150611, -0.071316]],
  "atomic_forces_ev_per_a": [[0.927, -0.490, 0.212], [-0.953, 0.217, -0.362], [0.066, 0.078, -0.228], [-0.124, 0.152, 0.207], [0.185, -0.067, -0.045], [-0.028, 0.151, -0.155], [-0.154, 0.107, 0.040], [0.067, -0.124, 0.021], [-0.132, -0.052, 0.121], [-0.109, 0.019, -0.125], [0.020, -0.079, 0.222], [0.236, 0.089, 0.093]]
}

6.
{
  "formula": "C9H11O2",
  "method": "ωB97M-V/def2-TZVPD",
  "e_above_lowest_ev": 2.176,
  "fmax_ha_per_bohr": 0.129,
  "gap_ev": 7.55,
  "energy_ha": -500.0126,
  "total_charge": -1,
  "symbols": ["C", "C", "C", "C", "C", "C", "C", "H", "H", "H", "H", "H", "H", "H", "H", "C", "C", "O", "O", "H", "H", "H"],
  "coordinates": [[-2.336075, -1.783359, -0.250126], [-0.302945, 1.537483, 0.139481], [-1.322162, 2.420937, 0.491608], [-0.564386, 0.143078, -0.159264], [-1.851523, -0.317458, -0.122538], [-2.581873, 1.918126, 0.267707], [-2.949900, 0.675261, -0.124903], [0.845383, 1.886162, 0.122147], [-1.386581, 3.446603, 0.620777], [0.333011, -0.533296, -0.301488], [-3.303732, 2.706764, 0.440188], [-2.580845, -1.952019, -1.332161], [-3.379437, -2.009431, 0.196292], [-3.923977, 0.542807, -0.206597], [-1.470969, -2.538380, 0.026495], [4.296275, -1.149917, 0.481784], [3.255999, -0.577099, -0.580186], [2.237880, -0.055501, -0.100492], [3.515838, -0.768696, -1.741578], [4.101838, -2.232558, 0.556818], [4.187767, -0.622393, 1.463789], [5.180413, -0.737115, 0.112249]],
  "atomic_forces_ev_per_a": [[0.679, -0.873, -0.806], [2.922, 0.505, 0.125], [0.808, -3.208, -1.718], [1.205, 0.569, 0.866], [-3.691, 0.281, -0.785], [-1.551, 1.541, 0.289], [6.428, -0.555, 1.548], [-2.794, -1.107, 0.017], [1.283, 1.841, 0.667], [-1.108, 1.055, 0.229], [-0.872, -0.273, -0.248], [0.559, -0.019, 0.612], [2.041, 0.460, 0.078], [-4.266, -1.523, -0.548], [-2.057, 1.378, -0.314], [-2.248, 1.168, 0.725], [-0.059, -0.670, 2.783], [-0.805, 0.770, 0.623], [1.008, -0.451, -2.794], [0.818, 0.455, -0.069], [-0.418, -0.760, -0.557], [2.118, -0.580, -0.720]]
}

7.
{
  "formula": "C17H31NO7S",
  "method": "ωB97M-V/def2-TZVPD",
  "fmax_ha_per_bohr": 0.010,
  "gap_ev": 8.72,
  "energy_ha": -1646.0041,
  "total_charge": 0,
  "symbols": ["N", "C", "C", "C", "C", "C", "C", "C", "C", "C", "S", "O", "O", "O", "H", "H", "H", "H", "H", "H", "H", "H", "H", "H", "H", "H", "H", "H", "H", "H", "H", "H", "H", "O", "C", "C", "C", "C", "O", "H", "H", "H", "H", "H", "H", "O", "C", "C", "C", "C", "O", "H", "H", "H", "H", "H", "H"],
  "coordinates": [[-0.812776, 0.833693, -1.493236], [-0.361027, 2.062616, -2.151292], [1.099447, 1.962445, -2.589629], [1.304955, 1.081090, -3.824116], [1.139644, -0.422403, -3.594226], [2.365246, -1.180049, -3.094410], [3.016332, -0.667379, -1.833403], [4.108860, -1.581476, -1.306841], [5.023336, -0.821005, -0.352907], [4.245847, 0.248166, 0.443614], [2.480051, 0.047625, 0.590812], [2.181154, -0.910288, 1.610441], [1.934106, 1.359663, 0.719353], [1.997366, -0.582526, -0.783335], [-0.105570, 0.520523, -0.839632], [-1.636641, 1.050973, -0.951518], [-0.980942, 2.246327, -3.030761], [-0.454551, 2.923035, -1.484822], [1.447965, 2.971821, -2.822967], [1.681237, 1.634348, -1.725154], [2.270696, 1.269185, -4.303711], [0.536458, 1.371998, -4.543450], [0.286943, -0.609905, -2.945371], [0.892989, -0.879363, -4.556500], [3.137312, -1.148224, -3.868817], [2.101344, -2.230806, -2.951066], [3.389892, 0.345504, -2.012262], [4.660699, -2.041603, -2.123506], [3.605431, -2.373224, -0.749189], [5.812609, -0.322211, -0.913690], [5.504274, -1.508209, 0.339746], [4.399226, 1.235401, 0.015149], [4.583896, 0.295545, 1.476169], [-4.139535, -2.049944, 2.363046], [-2.981722, -2.288251, 2.554442], [-2.385567, -3.394595, 3.407572], [-0.942101, -2.930439, 3.600998], [-0.699564, -2.117732, 2.333941], [-1.990754, -1.562819, 1.998877], [-2.450351, -4.327961, 2.845933], [-2.941954, -3.495984, 4.334954], [-0.223453, -3.736676, 3.730978], [-0.880112, -2.278491, 4.473379], [-0.365200, -2.737424, 1.499897], [0.002482, -1.304841, 2.464921], [-2.797232, 3.074307, -0.326341], [-3.382161, 2.615944, 0.613019], [-4.870932, 2.643398, 0.901489], [-4.935928, 2.247965, 2.376757], [-3.689205, 1.379859, 2.520296], [-2.743759, 1.929829, 1.584136], [-5.352436, 1.906218, 0.257060], [-5.279429, 3.626972, 0.688589], [-5.848134, 1.729127, 2.662464], [-4.841926, 3.137558, 3.001010], [-3.869877, 0.337566, 2.250801], [-3.246956, 1.415130, 3.512309]],
  "atomic_forces_ev_per_a": [[-0.103, -0.056, -0.220], [0.403, -0.022, 0.263], [-0.049, 0.111, -0.121], [-0.140, -0.232, 0.233], [-0.075, -0.248, -0.260], [-0.139, 0.056, 0.005], [-0.022, -0.124, -0.271], [-0.061, 0.073, 0.194], [-0.163, -0.118, 0.223], [0.426, -0.064, -0.241], [-0.016, 0.156, 0.391], [0.123, -0.299, 0.007], [-0.169, 0.164, -0.092], [0.395, 0.102, 0.048], [-0.066, 0.115, 0.070], [-0.093, -0.021, 0.109], [-0.119, 0.058, -0.006], [-0.087, 0.089, -0.033], [-0.009, 0.034, -0.024], [0.008, 0.061, -0.154], [0.076, 0.082, 0.038], [0.074, 0.100, -0.123], [-0.011, 0.089, 0.065], [-0.060, -0.040, -0.015], [0.111, -0.029, 0.036], [0.020, -0.056, 0.022], [0.032, 0.013, 0.002], [0.084, 0.040, -0.043], [-0.026, -0.155, -0.168], [0.024, 0.088, 0.034], [0.048, -0.058, -0.024], [-0.191, 0.056, -0.047], [-0.099, 0.021, 0.098], [-0.118, 0.103, -0.012], [0.153, -0.215, 0.038], [0.233, 0.198, 0.087], [-0.119, -0.030, -0.008], [-0.017, -0.061, 0.093], [-0.024, 0.015, -0.015], [-0.039, -0.022, 0.007], [-0.109, -0.082, -0.060], [-0.008, -0.011, -0.056], [0.026, 0.004, 0.003], [-0.027, 0.006, -0.018], [-0.016, 0.103, -0.058], [-0.070, 0.106, -0.012], [0.002, -0.178, -0.070], [0.052, 0.039, 0.339], [0.023, 0.051, -0.071], [-0.163, -0.153, 0.005], [0.047, 0.064, 0.017], [0.000, 0.017, -0.046], [-0.016, -0.016, -0.128], [0.020, -0.063, -0.037], [-0.007, 0.012, 0.014], [-0.040, 0.081, -0.004], [0.092, 0.051, -0.003]]
}

8.
{
  "formula": "C4H7IN4",
  "method": "ωB97M-V/def2-TZVPD",
  "e_above_lowest_ev": 2.873,
  "fmax_ha_per_bohr": 0.083,
  "gap_ev": [6.10, 6.10],
  "energy_ha": -673.1790,
  "total_charge": 0,
  "symbols": ["C", "C", "C", "C", "N", "N", "N", "I", "N", "H", "H", "H", "H", "H", "H", "H"],
  "coordinates": [[-1.599857, 0.859395, -0.869343], [-0.792352, 0.271435, 0.337966], [-1.327435, -1.122750, 0.777018], [0.665545, 0.106254, 0.052096], [1.255745, 0.712466, -1.012513], [2.498960, 0.552820, -0.959765], [2.781847, -0.088679, 0.190646], [5.292132, -0.585431, 0.305483], [1.663265, -0.350614, 0.861064], [-0.767563, 1.451651, -1.433274], [-2.327622, 1.488595, -0.473131], [-2.009631, 0.105452, -1.680560], [-0.766434, 0.956769, 1.183500], [-1.553498, -1.735947, -0.117994], [-2.302362, -1.088293, 1.168326], [-0.710747, -1.533117, 1.670484]],
  "atomic_forces_ev_per_a": [[3.514, -1.165, -2.138], [-0.461, -1.872, -0.118], [0.977, 0.048, 0.843], [3.003, 0.700, 0.268], [-1.693, -0.245, -0.530], [2.751, -0.023, -0.195], [0.074, 0.294, -0.532], [-3.368, 0.501, 0.075], [-0.498, -0.777, -0.010], [-1.990, -0.561, 0.710], [-1.462, 1.041, 0.240], [0.748, 1.228, 2.064], [-0.649, 0.174, 0.072], [1.234, -0.209, 0.511], [-1.489, 0.740, 0.818], [-0.691, 0.126, -2.079]]
}